ORCA calculation (ωB97M-V with the def2-TZVPD basis set) on a molecular structure, C51H45N5OP2S2W.

Summary:
Charge: +4
Energy relative to the best compared isomer or geometry (same formula, charge and spin) (eV): 0.000
Strongest force on any atom (eV Å⁻¹): 0.35
Lowest unoccupied orbital energy (alpha / beta) (eV): -10.973 / -12.031
2S+1: 3
<S²>: 2.03
HOMO (alpha / beta) (eV): -17.486 / -17.494

Geometry as XYZ:
```
107
C51H45N5OP2S2W, DFT ωB97M-V with the def2-TZVPD basis set
C 4.56 -0.44 0.48
N 0.99 -3.54 0.92
H -1.52 -0.67 4.93
H -2.01 -0.41 2.52
C -2.05 5.14 -1.71
C 0.33 2.66 2.49
H -5.65 2.34 2.92
H 6.10 -0.35 1.97
C -3.75 -1.60 -2.93
C 2.19 3.85 1.51
H 0.87 -0.80 5.66
C 2.48 4.39 2.75
H -3.30 -6.09 -0.96
H 1.49 -4.96 -3.05
H 4.04 3.25 -4.56
H 2.86 -4.33 1.45
C -3.85 -0.18 0.62
C 2.23 -0.52 1.19
C 0.63 3.21 3.72
H -4.15 4.88 -2.04
H -3.50 2.98 1.86
C -3.93 2.00 1.69
C -0.71 -0.63 4.22
H -1.13 0.46 -2.03
C -3.31 3.18 -1.05
H 2.31 -4.87 -0.66
C 0.62 -0.71 4.62
C 1.17 2.74 -2.85
C 1.69 2.61 -1.56
H -6.67 0.14 2.45
C -3.31 -3.18 1.57
H -0.56 2.05 2.38
S -0.15 -2.33 -1.19
C 1.99 -4.10 -2.59
C -2.14 2.66 -0.54
C -3.25 4.44 -1.64
H -2.85 -3.81 -1.74
H -0.01 3.00 4.58
N 3.53 -0.66 1.43
C -0.99 -0.50 2.87
H -4.53 -2.24 -2.53
N 1.69 -0.38 0.01
C 2.01 2.95 -3.93
H -4.25 2.66 -0.99
C 1.13 2.96 1.37
C -5.14 1.64 2.27
C -2.83 -1.00 -2.07
C -2.65 -0.60 -4.82
C -3.54 -5.53 1.09
C 4.24 -0.36 -0.87
H 0.10 2.72 -3.02
H 3.83 -0.74 2.39
O -2.12 1.39 0.15
H 1.55 -5.54 1.35
H 2.65 -0.70 3.97
C -5.72 0.40 2.01
H 4.98 2.99 -2.29
C 1.01 -3.40 -0.41
H -3.74 -6.54 1.43
H 1.94 4.50 4.83
S 2.60 -0.65 -1.45
C 1.62 -0.66 3.65
H -4.37 -1.86 -4.96
H -3.75 -4.67 3.05
H 2.77 4.17 0.66
H -2.58 -0.46 -5.90
W -0.44 -0.08 -0.11
H -3.36 -2.38 2.29
C -3.66 -1.40 -4.30
C -5.07 -0.52 1.20
C 3.39 3.05 -3.72
H 7.90 0.02 0.31
N 1.80 -4.15 -1.14
H 3.30 5.09 2.85
C 6.57 -0.01 -1.37
P -2.73 -1.24 -0.29
C 3.91 2.91 -2.45
C 1.27 -0.54 2.32
C -3.29 -5.28 -0.25
C -0.92 3.29 -0.67
C 5.25 -0.13 -1.80
C -1.73 0.03 -3.99
H 0.07 5.08 -1.35
C -3.04 -3.99 -0.69
H 5.01 -0.06 -2.85
H -5.50 -1.50 1.03
H 1.60 3.07 -4.92
C 1.72 4.07 3.86
C 3.07 2.67 -1.37
C 1.80 -4.51 1.64
C -3.54 -4.48 2.01
C -3.06 -2.93 0.22
H 0.16 -3.18 1.37
N -0.03 -0.46 1.94
H -2.02 6.13 -2.15
H 3.05 -4.15 -2.81
C 5.87 -0.29 0.91
H 1.57 -3.18 -2.99
H 3.51 2.53 -0.39
C -1.85 -0.16 -2.62
H 1.62 -4.40 2.70
H -0.96 0.67 -4.39
C -3.33 1.09 0.85
C 6.87 -0.08 -0.02
C -0.88 4.56 -1.24
H 7.35 0.14 -2.10
P 0.53 2.34 -0.22
```